# 1
Here is an isolated molecule of C16H16BrN3O4S at a distorted geometry from the Open Molecules 2025 dataset. Energies are from ωB97M-V/def2-TZVPD.

Positions of all 41 atoms, in Å:
O  1.857  -0.417  0.828
C  1.243  -1.091  -0.014
N  1.717  -2.252  -0.618
C  3.159  -2.774  -0.412
C  3.635  -3.870  -1.196
C  4.868  -4.534  -0.818
C  5.792  -3.877  0.146
N  5.338  -2.797  0.484
C  4.153  -2.309  0.346
H  3.931  -1.290  0.982
H  6.536  -4.434  0.147
H  5.065  -5.592  -1.489
H  2.918  -4.355  -1.802
H  1.233  -2.893  -1.193
C  -0.061  -0.946  -0.553
C  -0.329  0.299  -0.719
C  -1.590  0.814  -1.108
C  -2.653  -0.235  -0.996
C  -2.581  -1.512  -0.722
C  -1.156  -1.930  -0.208
Br  -0.788  -3.670  0.220
H  -3.228  -2.415  -0.410
H  -3.796  -0.022  -1.314
S  -2.059  2.295  -1.472
O  -1.028  2.810  -2.588
O  -3.408  2.440  -2.281
N  -2.068  3.331  -0.196
C  -3.450  2.698  0.583
H  -4.162  3.067  0.275
C  -3.138  3.428  2.092
H  -4.053  3.015  2.607
O  -1.916  2.929  2.531
C  -0.910  2.734  1.802
H  -0.661  1.737  1.526
C  -0.919  3.575  0.514
H  -1.207  4.521  0.771
H  -0.160  3.414  -0.338
H  0.003  3.006  2.606
H  -3.162  4.433  1.952
H  -3.359  1.503  0.801
H  0.395  1.170  -0.764

Output
E_LUMO ... -1.48 eV
Largest force on an atom ... 19.92 eV/Å
HOMO energy ... -9.0 eV
SMILES ... O=C(Nc1cccnc1)c1cc(S(=O)(=O)N2CCOCC2)ccc1Br
Gap between HOMO and LUMO ... 7.56 eV

Here are the natural (NBO) charges for atoms 1 to 2, given in e: -0.5740 0.6715

# 2
Here is C16H16Cl8ORe as an isolated structure at a distorted geometry from the Open Molecules 2025 dataset. Energies are from ωB97M-V/def2-TZVPD.

Positions of all 42 atoms, in Å:
C  -1.175  0.846  -1.951
C  -1.400  -0.541  -2.350
C  -0.075  -1.226  -2.305
C  -2.604  -1.105  -3.027
C  0.868  -0.200  -1.870
C  0.196  1.022  -1.769
C  0.858  2.338  -1.536
C  -2.206  1.898  -1.905
C  0.282  -2.553  -2.906
C  2.328  -0.395  -1.793
Re  -1.327  -1.798  -0.715
Cl  -2.413  -3.641  -0.680
Cl  -3.038  -0.670  0.414
Cl  0.190  -2.023  0.966
H  -3.393  -0.338  -3.063
H  -3.033  -1.952  -2.447
H  -2.373  -1.490  -4.042
H  -0.289  -3.362  -2.397
H  1.365  -2.702  -2.749
H  0.065  -2.584  -3.989
H  2.558  -1.221  -1.116
H  2.830  0.497  -1.417
H  2.769  -0.613  -2.775
H  1.770  2.204  -0.937
H  0.178  3.045  -1.035
H  1.158  2.794  -2.496
H  -3.131  1.502  -1.487
H  -2.412  2.326  -2.891
H  -1.851  2.713  -1.277
O  -0.409  1.816  2.649
H  0.183  2.473  2.249
Cl  -1.855  -0.243  3.880
C  -0.239  0.093  4.281
C  0.361  1.067  3.476
C  1.728  1.263  3.520
Cl  2.404  2.109  2.157
C  2.452  0.641  4.541
Cl  4.143  0.499  4.307
C  1.797  -0.055  5.611
Cl  2.663  -0.510  7.019
C  0.441  -0.424  5.404
Cl  -0.361  -1.499  6.451

Output
Net charge ... -2
E_LUMO (alpha / beta) ... 4.87 / 4.72 eV
⟨S²⟩ ... 3.7997
Largest force on an atom ... 4.03 eV/Å
HOMO energy (alpha / beta) ... 1.5 / -0.9 eV
2S+1 ... 4
Gap between HOMO and LUMO (alpha / beta) ... 3.36 / 5.65 eV

Here are the natural (NBO) charges for atoms 1 to 2, given in e: -0.0197 -0.2095

# 3
Here is an isolated molecule of C16H16ClN5OS at a distorted geometry from the Open Molecules 2025 dataset. Energies are from ωB97M-V/def2-TZVPD.

Positions of all 40 atoms, in Å:
N  -0.530  -6.215  1.686
O  -0.981  2.396  0.830
Cl  -7.065  3.077  1.873
C  -0.339  -5.089  1.432
N  -4.410  0.158  1.570
N  0.528  -2.917  2.152
S  -4.102  2.694  1.167
C  -1.056  1.165  0.816
C  -3.514  1.033  1.230
C  -5.647  0.767  1.754
C  -5.684  2.116  1.548
C  0.658  -1.580  1.921
C  -0.105  -3.684  1.226
C  -0.638  -3.122  0.058
C  -0.514  -1.770  -0.178
C  0.092  -0.975  0.790
N  -2.222  0.509  1.086
N  0.124  0.428  0.637
C  1.444  1.100  0.469
C  3.529  1.668  -2.617
C  3.259  0.154  -2.722
C  3.027  2.085  -1.226
C  2.170  -0.158  -1.665
C  1.819  1.192  -1.015
H  -6.551  0.185  1.993
H  1.145  -0.990  2.665
H  -1.088  -3.757  -0.691
H  -0.880  -1.395  -1.154
H  -2.169  -0.489  1.110
H  2.187  0.569  1.062
H  1.417  2.129  0.887
H  3.017  2.179  -3.388
H  4.589  1.886  -2.740
H  2.970  -0.116  -3.718
H  4.166  -0.389  -2.500
H  2.749  3.135  -1.183
H  3.812  1.878  -0.487
H  1.311  -0.594  -2.162
H  2.524  -0.892  -0.945
H  0.959  1.630  -1.574

Output
E_LUMO ... -0.50 eV
Largest force on an atom ... 2.96 eV/Å
HOMO energy ... -8.8 eV
Relative energy (zero: lowest compared OMol25 entry of this formula, charge and spin) ... 0.000 eV
SMILES ... N#Cc1ccc(N(CC2CCCC2)C(=O)Nc2ncc(Cl)s2)cn1
Gap between HOMO and LUMO ... 8.25 eV

Here are the natural (NBO) charges for atoms 1 to 2, given in e: -0.2615 -0.6499

# 4
Here is C16H16KN7O2S4Se as an isolated structure at a distorted geometry from the Open Molecules 2025 dataset. Energies are from ωB97M-V/def2-TZVPD.

Positions of all 47 atoms, in Å:
K  -0.796  -0.219  -4.896
S  -2.131  -2.614  -6.155
S  -3.188  -0.945  -6.978
S  -2.141  -0.108  -8.476
S  -0.890  1.386  -7.629
C  -0.553  -1.327  4.730
C  0.187  -2.670  4.841
N  -0.511  -3.768  4.706
O  -1.818  -3.517  4.267
C  1.558  -2.605  5.161
C  2.111  -3.925  5.510
N  2.155  -1.496  5.379
O  3.331  -1.573  5.929
H  -0.650  -0.906  5.772
H  -1.569  -1.444  4.359
H  0.092  -0.568  4.248
H  -2.340  -4.155  4.760
H  2.724  -4.365  4.742
H  1.159  -4.464  5.683
H  2.493  -4.049  6.545
Se  0.962  4.682  2.059
N  1.063  4.912  0.331
C  0.586  3.876  -0.275
C  0.314  3.754  -1.699
C  0.123  4.842  -2.488
C  -0.086  4.623  -3.867
C  -0.060  3.313  -4.310
N  -0.043  2.265  -3.481
C  0.060  2.453  -2.185
C  -0.207  1.254  -1.301
N  -0.572  0.134  -1.914
C  -0.919  -0.881  -1.062
C  -1.033  -0.763  0.318
C  -0.606  0.397  0.888
C  -0.153  1.430  0.085
C  0.255  2.737  0.619
N  0.492  2.911  1.861
H  0.303  5.855  -2.154
H  -0.306  5.472  -4.546
H  -0.110  3.086  -5.374
H  -1.239  -1.732  -1.611
H  -1.208  -1.633  0.881
H  -0.288  0.483  1.917
N  0.756  -2.297  -3.800
H  1.785  -2.144  -3.882
H  0.323  -2.770  -4.560
H  0.583  -2.925  -2.946

Output
Net charge ... -2
E_LUMO ... 2.71 eV
Largest force on an atom ... 3.61 eV/Å
HOMO energy ... -1.6 eV
Relative energy (zero: lowest compared OMol25 entry of this formula, charge and spin) ... 0.916 eV
Gap between HOMO and LUMO ... 4.28 eV

Here are the natural (NBO) charges for atoms 1 to 2, given in e: 0.8819 -0.8197

# 5
Here is C16H16N2O2 as an isolated structure at a distorted geometry from the Open Molecules 2025 dataset. Energies are from ωB97M-V/def2-TZVPD.

Positions of all 36 atoms, in Å:
C  4.382  4.373  2.384
C  3.768  3.572  1.214
C  2.769  2.653  0.994
C  2.834  2.300  -0.248
C  3.777  3.136  -0.745
O  4.572  3.835  0.113
C  4.576  2.948  -2.102
H  5.419  2.794  -2.337
H  3.825  2.385  -2.897
H  4.308  3.974  -2.667
C  2.126  1.317  -1.133
O  2.187  1.128  -2.224
N  0.937  0.913  0.018
N  0.200  -0.149  -0.648
C  -0.791  -0.437  0.200
C  -1.539  -1.545  -0.180
C  -2.655  -2.043  0.711
C  -3.566  -3.011  0.240
C  -3.823  -3.578  -1.237
C  -4.596  -4.540  -1.434
C  -5.636  -4.764  -0.476
C  -5.339  -4.382  0.768
C  -4.506  -3.459  1.030
H  -4.351  -3.082  2.120
H  -6.370  -4.482  1.347
H  -6.444  -5.637  -0.725
H  -4.794  -4.849  -2.238
H  -3.039  -3.271  -2.043
H  -2.563  -1.697  1.634
H  -1.540  -1.862  -1.221
H  -0.805  -0.197  1.143
H  0.935  1.242  0.834
H  2.240  2.399  1.852
H  3.763  4.286  3.363
H  5.434  4.288  2.627
H  4.304  5.440  1.962

Output
E_LUMO ... -0.56 eV
Largest force on an atom ... 18.25 eV/Å
HOMO energy ... -7.2 eV
Relative energy (zero: lowest compared OMol25 entry of this formula, charge and spin) ... 15.592 eV
Gap between HOMO and LUMO ... 6.64 eV

Here are the natural (NBO) charges for atoms 1 to 2, given in e: -0.6608 0.2997

# 6
Here is an isolated molecule of C16H16N2O3 at a distorted geometry from the Open Molecules 2025 dataset. Energies are from ωB97M-V/def2-TZVPD.

Positions of all 37 atoms, in Å:
C  -0.333  -2.692  -0.410
C  -1.565  -1.900  -0.092
C  -1.468  -0.562  0.255
C  -2.606  0.187  0.555
C  -3.850  -0.438  0.550
C  -3.947  -1.776  0.217
C  -2.818  -2.503  -0.116
H  -2.905  -3.545  -0.384
H  -4.915  -2.255  0.212
H  -4.732  0.129  0.807
N  -2.518  1.538  0.901
C  -1.559  2.456  0.517
O  -1.323  3.440  1.184
N  -1.003  2.217  -0.705
H  -1.264  1.364  -1.176
C  0.294  2.762  -1.056
C  1.357  1.725  -0.792
C  1.802  0.896  -1.809
C  2.698  -0.146  -1.573
C  3.118  -0.325  -0.278
C  2.671  0.504  0.755
C  1.792  1.532  0.525
H  1.442  2.163  1.324
O  3.240  0.103  1.933
C  4.064  -0.996  1.614
O  3.974  -1.264  0.231
H  3.735  -1.881  2.182
H  5.108  -0.764  1.878
H  3.044  -0.787  -2.366
H  1.449  1.058  -2.816
H  0.284  3.054  -2.109
H  0.440  3.647  -0.432
H  -3.151  1.868  1.614
H  -0.490  -0.106  0.319
H  0.529  -2.040  -0.539
H  -0.475  -3.272  -1.320
H  -0.118  -3.391  0.399

Output
E_LUMO ... 0.75 eV
Largest force on an atom ... 1.30 eV/Å
HOMO energy ... -8.3 eV
Relative energy (zero: lowest compared OMol25 entry of this formula, charge and spin) ... 0.943 eV
SMILES ... Cc1cccc(NC(=O)NCc2ccc3c(c2)OCO3)c1
Gap between HOMO and LUMO ... 9.03 eV

Here are the natural (NBO) charges for atoms 1 to 2, given in e: -0.6533 0.1118